Record 1
22
Properties=species:S:1:pos:R:3:forces:R:3 method="wB97M-V/def2-TZVPD" total_charge=-1
C -0.484647 -1.823248 1.912713 0.298 -0.661 0.578
C 0.904295 -1.654238 2.554759 -0.133 1.190 -0.953
I 2.120447 -3.433848 2.119794 -0.310 0.184 0.534
C 1.695077 -0.410156 2.014398 0.600 -1.923 -0.664
I 0.634375 1.453820 2.481159 -0.125 -0.050 0.234
P 2.141120 -0.506354 0.193237 0.329 -0.785 1.824
Br 1.645832 1.457275 -1.003403 -0.728 1.944 -1.562
H -0.456831 -1.782380 0.818679 0.047 0.085 0.218
H -0.854480 -2.815438 2.202668 -0.127 0.273 -0.153
H -1.185670 -1.072206 2.291944 0.238 -0.014 -0.139
H 0.855945 -1.563933 3.645078 -0.059 -0.303 -0.229
H 2.615116 -0.373718 2.605493 -0.127 0.366 -0.345
H 3.553104 -0.695397 0.190638 -0.636 -0.528 0.100
H 1.484233 -1.654712 -0.335395 0.599 0.197 0.411
O -0.809577 3.082315 -3.476587 -0.994 -0.431 0.574
C -1.912850 2.655956 -2.907026 0.679 2.905 -0.748
C -1.759190 1.062546 -2.516947 -0.722 -3.004 0.810
O -2.853407 0.616588 -1.948564 0.959 0.428 -0.484
H -2.838297 2.698875 -3.511967 0.241 -0.623 -0.449
H -2.205824 3.149347 -1.958367 0.472 -0.298 0.315
H -0.839320 1.045979 -1.913243 -0.045 0.742 0.485
H -1.449449 0.562926 -3.459060 -0.455 0.306 -0.357

=====

Record 2
22
Properties=species:S:1:pos:R:3:forces:R:3 method="wB97M-V/def2-TZVPD" relative_energy_kj_mol=49.27 total_charge=0
Kr -11.721710 2.443830 8.048860 0.069 -0.041 -0.201
O -8.844800 0.064470 7.913120 0.020 0.160 0.234
H -9.036680 0.648740 7.179610 0.014 0.164 -0.245
H -9.167020 -0.790980 7.629190 -0.067 -0.263 -0.005
O -11.521580 6.357960 7.551300 0.030 -0.151 -0.028
H -11.543340 5.692640 6.863460 -0.065 -0.178 -0.330
H -12.180110 6.999710 7.285360 -0.151 0.278 0.089
O -9.586620 5.094220 9.113790 0.379 -0.467 0.326
H -10.387670 5.326580 8.644150 -0.402 0.419 0.031
H -8.924700 5.002400 8.428470 0.286 0.139 -0.168
O -14.899860 5.215820 9.186340 -0.404 0.438 -0.340
H -14.303660 4.501090 9.409790 0.339 -0.446 0.557
H -14.511270 5.618590 8.409800 0.008 0.139 -0.142
O -8.709550 2.465910 10.110510 0.188 -0.259 0.213
H -9.062490 1.846500 9.471770 0.042 -0.412 -0.130
H -9.005390 3.322660 9.802800 -0.284 0.574 0.022
O -13.546480 3.205860 10.607120 0.050 0.529 0.188
H -13.673800 2.385600 10.130480 -0.331 -0.640 -0.163
H -12.616910 3.208950 10.835450 0.276 0.168 0.175
O -14.520470 0.777710 9.698830 0.058 0.065 -0.258
H -14.968340 0.554660 10.514850 -0.225 0.025 0.291
H -13.944310 0.032260 9.529780 0.172 -0.240 -0.118

=====

Record 3
27
Properties=species:S:1:pos:R:3:forces:R:3 method="wB97M-V/def2-TZVPD" relative_energy_kj_mol=417.18 total_charge=0 smiles=O.O.O.O.O.O.O.O.O
H -0.115956 -0.355419 -1.059545 -0.414 -3.367 -1.144
H 0.821464 0.531661 -0.335123 -1.183 0.350 -0.834
H -3.058829 -1.300248 0.085294 -0.932 -0.939 0.206
H -4.507487 -0.938512 0.283239 1.226 -2.379 0.223
H -0.553455 -2.666425 -0.616199 -0.519 0.882 -0.021
H -0.280948 -4.049775 -0.209992 0.451 0.142 -0.646
H 2.775612 3.522025 0.765737 -2.505 1.684 1.311
H 1.340153 3.740309 0.371347 -1.139 -0.158 -0.929
H 3.162491 -2.107918 -0.542690 -0.779 0.147 0.084
H 4.190252 -3.193819 -0.655333 0.114 0.533 0.143
H -3.206771 -0.128540 2.437691 -0.710 -1.254 0.201
H -2.034787 -0.011212 1.331954 -1.566 1.064 2.110
H -4.390974 1.255430 -1.822182 -1.764 -2.578 -0.677
H -4.701325 2.784559 -1.604805 1.141 -1.736 -0.164
H 3.195689 1.015816 -1.536453 0.472 -0.618 0.291
H 3.547634 2.294373 -0.620702 -0.562 -1.270 -1.769
H 1.216021 -1.070276 2.204663 -2.041 -0.622 0.670
H 1.948176 -0.092656 1.342561 0.084 0.213 0.110
O -0.028482 0.521908 -0.847015 1.547 2.982 1.874
O -3.899733 -1.773148 0.318819 -0.386 3.317 -0.526
O -0.011400 -3.393631 -0.885007 0.065 -1.041 0.697
O 1.902653 3.997665 1.081180 3.561 -1.453 -0.331
O 4.093311 -2.252481 -0.427244 0.636 -0.705 -0.227
O -2.567231 0.450972 2.071905 2.417 0.333 -2.224
O -4.007439 2.062501 -1.655216 0.598 4.282 0.804
O 3.100685 1.956838 -1.454075 0.239 1.736 1.445
O 2.070686 -0.800004 1.977193 1.951 0.456 -0.677

=====

Gap between HOMO and LUMO values (in eV) by entry order: 3.08, 10.66, 11.11.
Highest occupied orbital energy values (in eV) by entry order: -1.880, -10.726, -11.624.